DFT (wB97M-V/def2-TZVPD) results for C44H33Br2N6O4P2SZr as an isolated structure.

```
93
Properties=species:S:1:pos:R:3:forces:R:3
H 3.812951 -2.792657 2.662384 -0.003 -0.007 0.001
C 2.980285 -2.254276 -1.882929 0.040 0.110 0.011
H 3.633638 0.462218 6.759751 0.000 0.009 -0.004
H 6.733032 0.322919 2.904813 0.000 0.007 -0.001
H -0.985839 -4.266610 2.125662 0.006 0.029 0.012
H 1.956885 -4.692348 0.261369 -0.036 0.001 0.028
H 3.806280 -2.618830 -3.824393 0.003 0.006 -0.002
S 4.280310 6.299433 -2.311137 -0.170 0.031 -0.015
P 1.975284 -1.722260 0.614369 0.014 0.171 0.064
O -1.018781 1.134550 2.611511 0.037 -0.154 0.088
C -3.128571 1.524941 1.596833 0.057 0.046 -0.067
C -1.517823 -3.767698 2.927518 0.023 -0.042 -0.055
H 3.540331 -5.070386 -3.670153 0.004 0.006 -0.004
C -4.487783 1.807688 1.843256 -0.016 0.003 -0.037
H -3.488886 -2.053071 5.774659 -0.003 -0.004 0.001
C 1.148069 3.252124 2.506538 -0.029 0.008 0.046
H 1.013926 -3.646891 1.679076 0.204 -0.099 0.201
H 3.315563 1.653441 4.611458 -0.002 0.001 0.001
C 1.742514 4.491271 2.701182 -0.002 -0.021 -0.011
H 2.797030 2.694429 -4.212086 0.002 0.008 -0.004
C -5.307609 2.047818 0.778588 0.013 -0.070 0.045
C 3.995531 0.124963 0.930199 -0.012 -0.001 0.007
C 2.293771 -1.133976 6.260793 0.017 0.024 0.016
N 3.705921 4.944747 -2.956887 0.148 -0.052 -0.032
H -2.911225 -5.378012 3.140221 -0.001 -0.001 -0.002
C 2.343040 2.290708 -3.315954 -0.020 -0.050 0.015
H 0.919499 -2.598494 5.509764 -0.005 -0.002 -0.001
P 0.281562 -1.628584 2.725192 0.047 0.290 0.096
H 0.639999 -0.365440 -2.107544 0.013 0.030 -0.003
C 2.450948 4.434041 0.417491 -0.195 -0.083 0.074
C 1.249280 -1.001107 4.101433 -0.028 -0.032 -0.004
C -3.505739 1.772100 -0.796660 0.001 -0.049 0.093
H -1.508013 -0.945090 4.824696 0.010 0.004 -0.010
C 2.436733 -2.822421 -0.731719 -0.027 -0.156 0.066
N 1.181650 2.604396 1.335256 0.131 -0.127 0.046
H -4.186657 -4.272824 4.943040 -0.002 -0.002 -0.001
N -6.740859 2.330110 1.029422 0.115 0.164 0.030
H 5.540401 1.597470 1.154162 0.012 0.000 0.007
C 3.232293 -4.439921 -2.847066 -0.002 -0.020 -0.010
C 5.154608 0.643785 1.490448 0.013 0.018 -0.009
C 3.097763 4.979277 -0.752503 0.009 0.016 -0.192
C 4.191126 -1.834975 2.327248 -0.028 0.012 -0.017
O -7.089835 2.341588 2.186535 -0.052 -0.060 0.045
C 3.374430 -3.060952 -2.936528 0.010 -0.001 -0.026
C 2.783734 0.731890 4.809842 -0.017 -0.006 -0.021
H -2.889084 -2.677974 -2.107041 0.003 0.023 0.018
C 1.820497 2.482176 -0.978062 0.170 -0.041 -0.098
C -4.835318 2.043020 -0.533956 -0.002 -0.008 -0.008
C -2.942333 -2.526883 4.970466 0.003 0.000 0.000
C 1.817225 3.195672 0.288970 0.190 0.080 0.028
C 5.826062 -0.074635 2.469195 0.014 0.016 -0.002
C -2.644782 1.496585 0.260711 -0.121 0.068 0.023
N 1.263014 -2.680654 1.834333 -0.312 0.136 -0.360
C 1.677524 1.083949 -3.324750 0.011 0.032 0.005
H -2.058482 -4.024125 -1.253147 0.042 0.009 0.019
H 1.578730 0.503490 -4.231033 -0.005 -0.005 -0.006
O -7.425518 2.542686 0.059967 -0.072 -0.046 -0.065
C 2.425782 3.013657 -2.119260 -0.214 -0.113 0.078
N 3.735783 6.137516 -0.807965 0.152 0.002 0.055
C -2.256403 1.369401 2.696840 0.004 0.045 -0.086
C 1.921843 0.195047 3.868920 0.031 0.084 0.007
C 5.347333 -1.312996 2.882722 -0.004 -0.014 0.006
H -4.886839 1.843819 2.849193 -0.006 -0.002 0.005
C 1.437683 -1.668305 5.310908 -0.034 -0.018 -0.053
H 0.629956 2.757001 3.316743 0.005 0.012 0.009
C -1.984997 -3.005036 -1.610015 -0.021 0.142 0.049
H 3.491444 0.677552 0.142722 -0.001 -0.012 0.002
H 2.889115 6.053146 1.762217 0.004 0.008 -0.012
C 2.406974 5.089980 1.652727 -0.028 -0.058 0.008
N 1.225478 1.267874 -0.989265 -0.017 -0.064 0.083
C 2.718173 -5.012445 -1.693311 0.005 -0.003 -0.015
H 5.882542 -1.873706 3.637345 -0.003 -0.002 0.003
C 2.964872 0.058474 6.011280 -0.007 -0.027 0.017
C -2.615421 -4.398411 3.489968 -0.033 0.004 0.033
C 2.324656 -4.209073 -0.633883 -0.073 0.095 -0.012
H -3.128862 1.767074 -1.809563 0.024 -0.004 0.003
C -1.835540 -1.898072 4.423904 -0.012 0.017 0.037
C 3.080865 4.292426 -1.989760 0.005 0.174 0.090
Br -1.844306 -1.882516 0.009533 -0.008 -0.188 -0.107
Br -0.500281 -2.827729 -2.784588 -0.001 -0.051 -0.029
H 3.125281 -1.180561 -1.953372 0.004 -0.050 0.020
O -1.363350 1.226803 0.020634 0.251 -0.302 0.114
H 2.441765 -1.647404 7.201155 0.000 -0.005 -0.002
H 2.633091 -6.087464 -1.611714 0.003 -0.002 0.002
H 1.674187 4.964247 3.670368 0.006 0.006 0.000
C 1.140622 0.596831 -2.136782 0.019 0.019 0.004
H -2.663902 1.483653 3.704707 -0.011 0.021 -0.012
C 3.510242 -1.114551 1.347555 0.031 -0.016 -0.037
C -3.331028 -3.776880 4.505161 0.017 0.003 -0.012
C -1.119565 -2.517532 3.395525 0.061 -0.018 0.005
Zr 0.227823 0.556758 0.969205 -0.438 0.218 -0.464
H -5.531139 2.256442 -1.335124 -0.008 -0.002 0.004
H 1.818319 0.727192 2.914869 0.099 -0.117 0.191
```
Forces are in eV/Å.

## Properties
E_HOMO = -16.21 eV
Energy relative to the best compared isomer or geometry (same formula, charge and spin) = 1.297 eV
Total charge = +3
Energy = -8601.22770 hartree

=====

DFT (wB97M-V/def2-TZVPD) results for C44H33BrF4IrNO2P3 as an isolated structure in a non-equilibrium geometry.

```
89
Properties=species:S:1:pos:R:3:forces:R:3
H 8.631701 -8.469934 18.126700 0.085 0.273 0.016
C 8.167795 -11.769347 17.984916 0.122 -1.063 0.391
H 1.359474 -8.486107 15.605878 -0.969 -0.028 -0.200
C 10.408383 -2.625555 16.157121 0.865 0.120 0.435
H 7.967409 -6.662059 17.239867 -0.568 -0.007 -0.065
C 3.587627 -4.067355 13.418096 0.423 -0.212 -0.117
H 5.257103 -10.698080 16.680168 -0.336 0.204 0.178
C 2.391637 -8.479679 15.375472 0.352 -0.071 -1.698
C 6.504968 -2.060425 22.326518 0.419 0.265 -0.005
C 4.139903 -3.757342 15.751451 0.990 -0.436 -0.829
C 8.482631 -9.441565 21.159286 -0.324 0.532 0.659
H 5.140749 -3.151773 21.113349 0.108 -0.322 0.195
Br 2.808397 -7.436858 21.179851 -0.390 -0.446 0.057
H 8.656396 -12.728008 18.246467 -0.217 0.714 -0.312
H 9.878322 -10.559255 18.504337 0.186 0.076 0.019
H 6.052758 -1.101769 22.115704 -0.041 -0.022 -0.154
C 3.042262 -5.101760 18.979906 -1.358 0.170 -0.427
P 6.483348 -4.836213 16.805009 0.154 0.812 0.600
H 2.274032 -8.828970 13.215806 -0.571 -0.199 0.089
H 5.365943 -8.896799 22.403657 0.250 0.053 0.079
C 7.997266 -3.976339 16.514295 1.027 0.157 -0.149
P 5.674467 -5.844842 21.637163 -0.253 -1.203 1.086
C 7.705491 -4.483856 22.999676 -0.393 0.642 -0.249
C 4.245553 -8.798276 13.833151 0.643 -0.542 -0.835
H 4.595523 -9.113483 12.851519 -0.138 0.282 0.093
H 9.108529 -3.455223 24.074251 0.762 0.740 0.603
C 8.848455 -8.128128 20.886489 -1.016 0.265 0.372
C 3.261724 -8.200154 16.373857 1.372 0.425 1.241
H 4.011707 -3.378314 16.737702 -0.525 0.528 0.464
H 8.084878 -1.153478 23.490210 -0.312 -0.411 -0.209
H 9.091960 -4.996008 18.137528 -0.331 0.134 -0.166
C 2.668708 -6.956447 25.341500 1.275 0.501 -1.852
F 5.804414 -5.420529 24.832024 -0.271 -0.113 0.006
C 4.487970 -6.211284 23.100118 -0.781 -0.416 -1.153
H 7.281266 -6.779683 15.681018 0.207 -0.035 -1.125
C 5.304024 -4.500576 15.547196 -0.126 -0.747 -0.470
C 6.581152 -4.422054 22.168714 0.125 -0.790 0.021
C 4.639870 -8.212539 16.101315 0.291 -0.240 -1.051
H 6.218051 -8.612080 14.657831 0.214 -0.193 -0.099
C 6.201761 -10.629685 17.192210 0.292 -0.896 -0.020
C 8.142551 -3.028347 15.495513 0.050 -0.372 0.658
H 2.459356 -2.852920 14.874690 0.004 -0.212 -0.557
H 8.256238 -6.088989 20.785876 -0.320 -0.166 0.406
C 6.719723 -7.344703 21.731135 -0.204 1.083 -0.745
C 5.589835 -5.068274 14.305476 -0.122 0.255 -0.723
C 8.859024 -10.562881 18.162510 -1.195 -0.859 -0.243
C 6.838826 -9.427755 17.443485 0.340 0.264 -0.286
H 8.136293 -5.439548 23.258463 0.044 -0.017 0.096
C 3.296939 -6.855893 22.854720 -0.164 -0.089 0.928
H 6.313680 -12.743488 17.368899 0.198 -0.230 0.050
H 9.811696 -7.878724 20.500042 0.510 -0.026 -0.297
C 7.938473 -7.079337 21.129167 1.559 -0.900 -0.599
H 2.938454 -3.890597 12.566608 -0.002 0.074 0.167
C 5.155636 -8.577934 14.831752 -0.925 0.784 1.304
H 6.909784 -10.705813 22.008148 0.469 0.674 -0.360
N 1.959707 -4.899816 18.616536 -0.185 0.102 -0.430
C 7.006293 -6.595457 16.689150 0.147 0.201 1.484
P 5.916137 -7.929956 17.248002 -0.102 0.191 2.086
F 4.124404 -5.773881 26.730661 0.289 -0.408 -0.356
H 9.137337 -10.275213 21.004850 0.349 -0.127 -0.169
C 5.989017 -3.234941 21.795034 -0.009 1.255 0.207
C 4.683267 -5.988214 24.457430 2.141 1.251 0.146
C 6.845381 -11.819063 17.526360 0.531 0.755 -0.070
C 10.307027 -3.608711 17.147261 0.046 0.776 -0.009
C 2.900521 -8.711682 14.081291 -0.886 0.005 0.402
C 3.307924 -3.501590 14.663105 -0.023 -0.072 0.665
C 9.354467 -2.347438 15.333199 -1.003 0.424 -0.854
O 5.901448 -4.356685 18.179920 1.119 -0.458 -1.121
H 9.449030 -1.561977 14.569130 -0.114 -0.501 0.372
F 1.376017 -7.905105 23.677161 -1.030 -0.418 -0.096
Ir 4.874676 -5.622845 19.374095 0.085 -0.853 1.215
H 6.512139 -5.613502 14.119058 -0.127 0.024 0.120
F 1.874698 -7.334085 26.260537 -0.921 -0.284 0.890
O 5.393605 -7.558339 18.670725 0.023 0.279 -0.566
C 7.241103 -9.683927 21.735565 -0.628 -0.875 0.400
C 4.738766 -4.860185 13.229439 -0.538 0.616 0.951
C 3.837748 -6.264091 25.558194 -1.336 0.067 0.640
C 2.407108 -7.221001 23.971147 0.946 -0.002 -0.082
C 9.111294 -4.261759 17.328751 0.061 -0.414 0.337
H 11.135308 -3.745335 17.833918 -0.068 -0.257 -0.156
H 7.269832 -2.857759 14.900532 -0.118 0.451 -0.551
H 11.323040 -2.033215 16.057999 -0.252 -0.370 0.031
C 8.145054 -9.409645 17.932957 0.289 0.493 -0.126
C 8.249056 -3.296447 23.475912 -0.856 -1.040 -0.975
C 7.649210 -2.089741 23.115790 0.412 0.411 0.658
C 6.355943 -8.656988 22.016749 -0.334 0.244 -0.024
H 1.129125 -4.771562 18.040401 0.415 0.022 0.547
H 2.890504 -7.954824 17.377914 0.314 -0.180 -0.380
H 4.995345 -5.283605 12.279776 -0.121 -0.069 -0.407
```
Forces are in eV/Å.

## Properties
E_HOMO (alpha / beta) = -15.71 / -16.13 eV
Energy relative to the best compared isomer or geometry (same formula, charge and spin) = 0.000 eV
Total charge = +3
Energy = -6002.59239 hartree
2S+1 = 5

=====

- Which of these has the lowest energy?
  C44H33Br2N6O4P2SZr